1.
Here is a gas-phase ion, C4H5N2O2 (charge -1) in a non-equilibrium geometry from the OMol25 dataset. Energies are from the ωB97M-V functional and the def2-TZVPD basis.

Structure (XYZ):
```
13
Properties=species:S:1:pos:R:3:forces:R:3:nbo_charge:R:1
C -1.094 0.794 -1.218 -1.5251 2.2186 -1.4314 0.479
C -1.343 -1.463 -0.440 -0.1150 0.3700 -2.3567 0.892
C 1.076 0.677 1.297 -3.3271 -1.1548 0.1084 -0.622
C 0.768 -0.026 -0.005 1.2307 2.5131 -2.6113 -0.191
N -1.538 1.604 -1.922 0.2759 0.0768 -0.1587 -0.498
N -0.672 -0.075 -0.384 2.5669 -1.5616 2.2492 -0.585
O -0.555 -2.389 -0.323 0.3929 -0.6150 1.0869 -0.746
O -2.491 -1.374 -0.861 -0.4650 -0.1040 0.7988 -0.727
H 0.439 0.248 2.101 1.0868 -0.1924 -0.0281 0.206
H 2.083 0.819 1.452 2.4093 -0.4888 0.8145 0.200
H 0.711 1.669 1.282 -0.6521 1.3413 -0.5374 0.202
H 1.511 0.522 -0.806 -2.2829 -0.7696 1.2104 0.152
H 1.105 -1.004 -0.173 0.4046 -1.6337 0.8555 0.239
```
Positions in Å, forces in eV/Å.

Summary:
- Relative energy (zero: lowest compared OMol25 entry of this formula, charge and spin): 0.8075 eV
- HOMO-LUMO gap: 8.79 eV
- Max |F|: 3.83 eV/Å
- Charge: -1
- LUMO level: 3.8103 eV


2.
Here is a molecular structure, C21H35BCdO2P2 in a non-equilibrium geometry from the OMol25 dataset. Energies are from the ωB97M-V functional and the def2-TZVPD basis.

Structure (XYZ):
```
62
Properties=species:S:1:pos:R:3:forces:R:3:nbo_charge:R:1
P 1.338 -0.593 -4.112 -1.0846 -1.0416 -2.5146 0.627
P 1.479 2.422 -3.503 -0.0740 1.7476 -2.6754 0.643
C 1.946 0.533 -5.490 0.6319 -0.2195 -0.1146 -0.709
C 2.420 1.916 -5.039 -0.0949 0.3066 0.2640 -0.700
H 1.099 0.691 -6.177 0.2522 -0.4027 0.3257 0.235
H 2.725 -0.033 -6.015 -0.0582 0.3118 -0.2805 0.233
H 3.489 1.954 -4.790 -0.2337 -0.1773 0.0839 0.237
H 2.267 2.685 -5.813 0.0075 -0.2933 0.0897 0.229
C -0.232 2.789 -4.064 -0.1531 0.6590 -0.0799 -0.961
H -0.732 3.267 -3.208 0.0506 -0.0960 -0.2381 0.248
H -0.798 1.866 -4.281 0.4388 0.3341 0.0054 0.251
H -0.278 3.491 -4.914 -0.0385 -0.2840 0.2084 0.227
C 2.307 3.977 -3.094 -0.0106 0.6683 0.2449 -0.965
H 1.654 4.839 -3.285 0.2043 -0.1221 0.0291 0.239
H 3.229 4.092 -3.690 -0.3741 -0.0381 0.3291 0.243
H 2.551 3.952 -2.020 0.0341 0.1059 -0.4007 0.264
C 0.090 -1.423 -5.156 -0.2551 -0.4354 -0.1131 -0.941
H -0.531 -2.107 -4.570 0.1382 0.0903 -0.1789 0.257
H 0.633 -1.997 -5.920 -0.2064 0.0592 0.0279 0.218
H -0.570 -0.703 -5.655 0.1629 -0.1119 0.2526 0.235
C 2.432 -2.041 -3.854 0.4369 0.1100 -0.4339 -0.950
H 3.365 -1.775 -3.339 -0.2982 -0.0448 -0.1461 0.256
H 2.644 -2.502 -4.827 0.1306 -0.0786 0.1971 0.216
H 1.886 -2.761 -3.223 0.0911 0.3447 -0.1734 0.254
Cd 1.507 0.590 -2.119 0.4974 -0.5668 4.1711 0.527
C -3.167 0.579 -3.944 0.4941 0.0326 -0.3222 -0.205
C -3.091 0.080 -5.193 -0.1715 0.8466 0.3339 -0.174
C -3.670 -1.181 -5.744 0.2373 -0.7228 0.1739 -0.437
C -4.270 -2.087 -4.638 0.2690 0.3172 -0.6435 -0.454
C -3.163 -2.906 -4.055 0.4313 -0.7280 0.5935 -0.181
C -2.323 -2.570 -3.062 -0.2550 -0.3883 -0.5927 -0.206
C -2.203 -1.265 -2.353 -0.2824 0.7913 0.4852 -0.434
C -3.266 -0.145 -2.617 -0.0748 -0.0615 0.9134 -0.460
C 3.137 -0.890 -0.007 0.5431 -0.7767 0.3769 -1.039
H -3.017 1.670 -3.820 0.4250 -0.7662 -0.2386 0.204
H -2.595 0.720 -5.929 -0.6513 0.1918 -0.0774 0.195
H -2.895 -1.730 -6.309 -0.1939 0.0029 0.2021 0.209
H -4.428 -0.951 -6.506 0.0639 0.3027 0.2635 0.222
H -4.750 -1.475 -3.877 -0.1114 -0.1320 -0.3370 0.219
H -5.034 -2.738 -5.076 0.1770 0.0375 0.1214 0.217
H -3.034 -3.877 -4.560 0.0304 0.3154 0.5260 0.201
H -1.603 -3.317 -2.694 -0.2149 0.2292 -0.4422 0.209
H -1.203 -0.807 -2.515 -0.3327 -0.3575 -0.2001 0.215
H -2.169 -1.490 -1.269 -0.2480 0.2293 -0.2997 0.229
H -4.275 -0.507 -2.369 0.2947 0.0697 -0.0585 0.214
H -3.053 0.620 -1.850 -0.1290 -0.2586 -0.2079 0.222
H 3.989 -0.429 -0.520 -0.1941 -0.2208 -0.0169 0.239
H 2.650 -1.622 -0.665 0.1939 0.3264 0.2209 0.227
H 3.547 -1.418 0.870 0.0702 -0.1237 0.0805 0.203
O 0.788 0.201 0.660 -0.3747 0.1848 1.1705 -0.695
B 2.200 0.247 0.486 -0.0981 0.4394 -0.9884 0.968
O 2.762 1.216 1.362 -0.2808 0.0651 0.0088 -0.678
C 1.737 1.622 2.168 -0.5966 -1.0564 0.0635 0.248
C 1.859 2.139 3.437 0.0594 0.3480 -0.1832 -0.262
C 0.709 2.186 4.234 -0.2392 0.0659 -0.1400 -0.229
C -0.494 1.632 3.793 0.0503 0.1817 -0.0500 -0.232
C -0.588 0.995 2.545 -0.0417 0.3706 -0.1649 -0.255
C 0.525 1.028 1.731 1.0219 -0.5486 0.5855 0.233
H 2.841 2.431 3.809 -0.2865 0.0586 -0.0637 0.222
H 0.780 2.659 5.210 -0.1259 -0.1893 -0.0790 0.210
H -1.374 1.663 4.434 0.2192 -0.0148 -0.0680 0.210
H -1.475 0.455 2.222 0.1265 0.1134 0.1748 0.217
```
Positions in Å, forces in eV/Å.

Summary:
- Relative energy (zero: lowest compared OMol25 entry of this formula, charge and spin): 0.0000 eV
- HOMO-LUMO gap: 4.95 eV
- Max |F|: 4.24 eV/Å
- LUMO level: 0.3274 eV


3.
Here is C5H8O in the gas phase in a non-equilibrium geometry from the OMol25 dataset. Energies are from the ωB97M-V functional and the def2-TZVPD basis.

Structure (XYZ):
```
14
Properties=species:S:1:pos:R:3:forces:R:3:nbo_charge:R:1
C -1.045 -0.863 0.192 0.1234 1.9126 -1.4987 -0.069
C 0.399 0.311 -1.344 1.6221 3.5896 2.5341 -0.075
C 0.296 0.943 0.104 -3.0550 2.8695 -0.1792 -0.288
C 0.662 0.641 1.650 7.2867 0.3366 -4.1828 -0.309
C 0.176 -0.359 0.772 1.6397 -1.3532 0.2126 -0.313
H -1.971 -0.189 0.319 1.2308 -1.6717 0.0340 0.202
H -1.036 -1.894 0.265 -1.4507 -2.1486 0.3230 0.205
H 0.098 1.095 -2.013 -0.6478 0.0174 -0.7175 0.189
H 1.495 0.258 -1.478 -0.3453 -1.6759 -0.5071 0.179
H -0.736 1.499 0.066 1.8030 -0.9491 0.4400 0.166
H 1.946 0.735 1.564 -3.9901 -0.6145 1.5651 0.236
H 0.123 1.133 2.335 -1.6277 1.9882 2.3651 0.216
H 1.027 -0.840 0.201 -0.8408 -0.6124 1.8867 0.224
O -0.485 -0.730 -1.187 -1.7483 -1.6886 -2.2753 -0.563
```
Positions in Å, forces in eV/Å.

Summary:
- Relative energy (zero: lowest compared OMol25 entry of this formula, charge and spin): 6.3951 eV
- HOMO-LUMO gap: 9.74 eV
- Max |F|: 8.41 eV/Å
- LUMO level: 1.0345 eV


4.
Here is 2 unconnected molecules or ions with the total composition C2H6O2SSi in a non-equilibrium geometry from the OMol25 dataset. Energies are from the ωB97M-V functional and the def2-TZVPD basis.

Structure (XYZ):
```
12
Properties=species:S:1:pos:R:3:forces:R:3:nbo_charge:R:1
C -0.120 0.749 0.105 0.6101 0.0139 -0.0448 0.441
C -1.804 -0.830 0.582 -0.3309 0.1959 -0.1340 -0.282
O -0.826 1.708 0.299 0.0762 -0.5748 -0.0974 -0.583
O -0.475 -0.553 0.242 1.2994 0.9177 -0.2080 -0.527
Si 1.681 0.888 -0.552 -1.4569 -3.9144 -0.4384 0.845
S 3.017 -0.590 0.286 1.7414 1.7084 -1.8197 -0.372
H -1.759 -1.378 1.511 -0.4696 -1.1173 -0.3603 0.200
H -2.276 -1.158 -0.346 -0.2522 -0.9712 0.6317 0.202
H -2.309 0.055 0.846 -0.5824 1.3804 0.2463 0.203
H 1.967 2.193 -0.645 1.1656 3.1878 0.0230 -0.195
H 0.761 -0.009 -3.376 0.2194 0.2065 0.5837 -0.077
H 2.143 -1.077 1.048 -2.0200 -1.0331 1.6178 0.146
```
Positions in Å, forces in eV/Å.

Summary:
- Relative energy (zero: lowest compared OMol25 entry of this formula, charge and spin): 3.9340 eV
- HOMO-LUMO gap (spin up / spin down): 7.17 / 9.35 eV
- Max |F|: 4.20 eV/Å
- LUMO level (spin up / spin down): -0.6213 / -0.9221 eV


> Which value of max |F| does entry 2 give?

4.24 eV/Å


> Which of these has the highest relative energy (zero: lowest compared OMol25 entry of this formula, charge and spin)?

C5H8O


> The lowest max |F| belongs to which entry?

C4H5N2O2


> Which of these has the highest relative energy (zero: lowest compared OMol25 entry of this formula, charge and spin)?

C5H8O